[1]
Molecular formula: C42H89B2BrF2N7O10Si
Method: DFT, the ωB97M-V functional and the def2-TZVPD basis

XYZ file:
```
154
C42H89B2BrF2N7O10Si (the ωB97M-V functional and the def2-TZVPD basis)
C 4.113 -2.475 0.464
C 4.239 -0.959 -0.059
B 3.446 -0.779 -1.448
O 4.172 -0.435 -2.596
C 1.842 -1.060 -1.419
N 1.054 -0.188 -0.490
C -0.368 0.070 -0.946
B -1.079 0.852 0.281
N -2.148 1.852 0.061
O -0.698 0.730 1.661
C -1.079 -1.203 -1.579
C -1.030 -2.535 -0.745
C -1.204 -2.522 0.812
C -2.687 -2.748 1.333
O -3.179 -3.793 1.021
O -3.349 -1.836 2.136
C -2.496 -0.730 -2.074
F -2.968 -1.413 -3.213
F -2.483 0.602 -2.573
C -3.707 -0.830 -1.090
C -4.596 -2.163 -1.261
Si -6.257 -1.833 -2.164
C -7.353 -3.363 -1.755
C -6.018 -1.869 -4.060
C -7.177 -0.303 -1.538
C -8.052 -0.259 -0.359
C -8.732 0.975 -0.015
C -8.606 2.208 -0.807
C -7.719 2.161 -1.956
C -7.016 0.936 -2.331
N -0.301 -1.453 -2.847
C -0.432 -2.767 -3.471
C -0.285 -2.683 -5.062
C -1.166 -1.550 -5.711
Br -0.847 -4.389 -5.913
C 1.137 -1.114 -2.812
C 1.379 0.116 -3.768
O 1.778 1.349 -3.132
C 1.324 2.495 -3.804
C 0.293 3.381 -3.003
O 1.719 2.796 -4.885
H 5.055 -2.847 0.934
H 3.311 -2.538 1.258
H 3.805 -3.189 -0.341
H 5.323 -0.723 -0.198
H 3.738 -0.321 0.721
H 4.311 0.524 -2.686
H 1.772 -2.104 -0.987
H 1.568 0.698 -0.367
H 1.077 -0.641 0.439
H -0.259 0.893 -1.714
H -3.076 1.444 0.179
H -2.030 2.328 -0.833
H 0.207 1.074 1.789
H -1.842 -3.202 -1.157
H -0.091 -3.139 -0.898
H -0.712 -3.463 1.205
H -0.663 -1.715 1.377
H -2.641 -1.389 2.648
H -4.417 -0.008 -1.410
H -3.491 -0.612 -0.016
H -4.021 -3.029 -1.667
H -4.900 -2.430 -0.206
H -6.885 -4.322 -2.110
H -8.396 -3.254 -2.159
H -7.440 -3.403 -0.628
H -5.296 -1.039 -4.308
H -7.015 -1.670 -4.528
H -5.589 -2.857 -4.389
H -8.190 -1.183 0.247
H -9.413 0.991 0.872
H -9.172 3.128 -0.525
H -7.606 3.080 -2.586
H -6.369 0.955 -3.241
H -1.431 -3.275 -3.340
H 0.293 -3.561 -3.105
H 0.783 -2.460 -5.314
H -2.131 -1.945 -6.130
H -0.611 -1.110 -6.589
H -1.422 -0.705 -5.028
H 1.685 -1.950 -3.341
H 0.417 0.307 -4.325
H 2.129 -0.123 -4.577
H -0.736 2.980 -3.176
H 0.553 3.269 -1.911
H 0.415 4.449 -3.289
C -10.160 7.325 2.655
C -9.682 7.405 1.208
C -9.604 6.042 0.497
O -8.505 5.227 0.883
C -8.668 4.566 2.125
N -8.395 8.108 1.171
H -9.377 7.003 3.343
H -10.486 8.307 3.003
H -11.006 6.639 2.755
H -10.414 8.012 0.665
H -9.464 6.230 -0.573
H -10.546 5.485 0.591
H -9.702 4.250 2.290
H -8.331 5.209 2.941
H -8.029 3.681 2.126
H -8.133 8.266 0.201
H -7.684 7.460 1.511
C -2.502 7.413 2.287
C -2.495 5.980 1.762
C -2.301 4.911 2.850
O -0.974 4.802 3.350
C -0.606 5.808 4.278
N -1.479 5.865 0.708
H -1.501 7.794 2.493
H -2.939 8.087 1.549
H -3.093 7.495 3.203
H -3.475 5.804 1.306
H -2.525 3.936 2.404
H -3.012 5.042 3.675
H -1.440 6.094 4.925
H -0.214 6.681 3.753
H 0.200 5.417 4.902
H -1.556 4.946 0.278
H -0.568 5.844 1.166
C 11.023 -1.350 0.381
C 10.074 -1.826 1.477
C 9.150 -2.980 1.051
O 8.075 -2.599 0.194
C 8.443 -2.394 -1.158
N 9.308 -0.675 1.975
H 10.536 -0.700 -0.349
H 11.840 -0.768 0.811
H 11.462 -2.195 -0.155
H 10.696 -2.197 2.297
H 8.677 -3.379 1.951
H 9.716 -3.806 0.611
H 9.216 -3.096 -1.484
H 8.776 -1.365 -1.308
H 7.556 -2.540 -1.779
H 8.764 -0.966 2.783
H 8.603 -0.454 1.273
C 11.805 -5.434 3.666
C 10.301 -5.616 3.850
C 9.917 -6.814 4.736
O 10.060 -8.083 4.118
C 11.391 -8.565 4.052
N 9.666 -5.697 2.528
H 12.228 -6.121 2.932
H 12.025 -4.427 3.303
H 12.338 -5.571 4.609
H 9.929 -4.713 4.348
H 8.852 -6.727 4.975
H 10.450 -6.792 5.695
H 11.971 -8.291 4.938
H 11.881 -8.197 3.148
H 11.356 -9.653 3.981
H 8.656 -5.700 2.647
H 9.868 -6.623 2.150
```

- Net charge: +1
- Multiplicity: 1
- HOMO level: -10.564 eV

[2]
Molecular formula: C42H92FN9O13
Method: DFT, the ωB97M-V functional and the def2-TZVPD basis

XYZ file:
```
157
C42H92FN9O13 (the ωB97M-V functional and the def2-TZVPD basis)
C -1.404 2.115 2.602
C 0.194 2.249 2.620
C 0.739 3.730 2.884
C 0.092 4.868 1.966
C -0.182 4.440 0.444
C -1.754 4.576 0.164
C -2.232 3.891 -1.220
C -3.822 3.650 -1.067
C -4.440 2.761 -2.258
C -5.678 1.936 -1.602
C -6.247 0.812 -2.592
C -5.494 -0.597 -2.347
C -5.926 -1.259 -0.945
C -5.174 -2.703 -0.898
C -3.600 -2.347 -0.693
C -2.666 -3.153 -1.712
C -1.869 -2.238 -2.756
O -1.988 -2.888 -4.069
O -0.476 -2.298 -2.424
C 0.075 -1.007 -2.088
C -0.671 -0.224 -0.918
C -0.593 -0.914 0.526
C 0.467 -2.093 0.664
N 1.891 -1.610 0.795
C 0.154 -0.144 -3.464
C 1.661 0.232 -3.879
O 1.783 0.147 -5.352
C 2.881 -0.680 -5.711
C 2.538 -2.128 -6.298
O 4.033 -0.257 -5.539
O -0.639 1.084 -3.345
C -0.934 1.603 -4.640
F -1.725 2.798 -4.472
H -1.894 2.903 3.273
H -1.778 2.143 1.529
H -1.689 1.087 3.022
H 0.559 1.608 3.503
H 0.707 1.812 1.696
H 1.874 3.689 2.730
H 0.564 4.015 3.975
H 0.811 5.761 1.981
H -0.901 5.272 2.386
H 0.322 5.237 -0.212
H 0.263 3.440 0.142
H -2.407 4.158 1.010
H -2.052 5.685 0.083
H -2.100 4.709 -2.019
H -1.662 2.940 -1.476
H -3.960 3.089 -0.072
H -4.377 4.656 -1.010
H -3.678 2.054 -2.722
H -4.916 3.436 -3.058
H -6.536 2.678 -1.427
H -5.368 1.540 -0.581
H -5.976 1.126 -3.654
H -7.377 0.690 -2.476
H -4.373 -0.341 -2.390
H -5.734 -1.348 -3.173
H -5.422 -0.653 -0.108
H -7.048 -1.360 -0.812
H -5.330 -3.296 -1.856
H -5.587 -3.272 0.010
H -3.417 -1.223 -0.677
H -3.355 -2.711 0.371
H -3.251 -3.959 -2.260
H -1.877 -3.693 -1.081
H -2.288 -1.191 -2.895
H -2.956 -3.019 -4.180
H 1.172 -1.152 -1.778
H -1.759 0.011 -1.195
H -0.161 0.806 -0.842
H -0.262 -0.093 1.261
H -1.648 -1.203 0.878
H 0.385 -2.910 -0.124
H 0.243 -2.610 1.670
H 2.485 -2.432 0.588
H 2.077 -0.828 0.158
H -0.270 -0.734 -4.358
H 2.434 -0.464 -3.427
H 1.820 1.333 -3.630
H 1.725 -2.592 -5.656
H 3.495 -2.750 -6.273
H 2.128 -2.000 -7.361
H -1.489 0.839 -5.296
H 0.005 1.959 -5.201
O 4.252 -2.797 0.671
C 5.415 -3.060 0.944
N 5.741 -3.644 2.122
C 6.560 -2.763 0.016
H 6.682 -3.878 2.387
H 4.988 -3.855 2.763
H 6.593 -1.689 -0.177
H 6.405 -3.298 -0.922
H 7.517 -3.072 0.440
O 4.244 -5.181 4.207
C 4.835 -5.534 5.221
N 4.956 -6.849 5.540
C 5.464 -4.562 6.179
H 5.431 -7.182 6.360
H 4.543 -7.521 4.913
H 4.693 -3.896 6.567
H 6.216 -3.981 5.651
H 5.941 -5.071 7.018
O -3.522 1.518 4.633
C -3.973 2.151 5.572
N -5.315 2.233 5.783
C -3.104 2.880 6.559
H -5.730 2.742 6.543
H -5.918 1.752 5.134
H -2.511 3.626 6.028
H -2.440 2.165 7.046
H -3.695 3.386 7.326
O 2.862 6.237 4.083
C 4.020 5.962 4.341
N 4.359 5.412 5.539
C 5.152 6.201 3.380
H 5.300 5.169 5.795
H 3.617 5.242 6.200
H 5.203 7.266 3.147
H 4.968 5.635 2.465
H 6.112 5.888 3.796
O 6.758 -6.471 1.119
C 6.027 -7.403 1.415
N 4.980 -7.231 2.265
C 6.217 -8.794 0.875
H 4.355 -7.970 2.535
H 4.829 -6.303 2.643
H 7.203 -9.158 1.167
H 6.146 -8.767 -0.214
H 5.463 -9.485 1.257
O 6.471 -2.178 6.654
C 6.907 -1.087 6.984
N 6.712 0.009 6.204
C 7.680 -0.864 8.254
H 7.052 0.926 6.435
H 6.195 -0.116 5.346
H 8.576 -1.487 8.239
H 7.056 -1.141 9.104
H 7.983 0.179 8.368
O -9.744 0.348 -3.080
C -10.040 0.446 -4.258
N -9.625 1.509 -4.998
C -10.872 -0.578 -4.981
H -9.845 1.631 -5.972
H -9.066 2.208 -4.535
H -11.845 -0.654 -4.493
H -10.365 -1.543 -4.939
H -11.027 -0.310 -6.028
O -0.571 3.383 -10.348
C -0.117 3.186 -9.235
N 0.085 1.921 -8.774
C 0.250 4.297 -8.290
H 0.456 1.710 -7.864
H -0.154 1.159 -9.389
H -0.636 4.899 -8.086
H 1.016 4.920 -8.755
H 0.638 3.915 -7.344
```

- Net charge: 0
- Multiplicity: 1
- HOMO level: -7.962 eV
- SMILES string: CCCCCCCCCCCCCCCC[C@H](O)O[C@H](CCCN)[C@H](COC(C)=O)OCF.CC(N)=O.CC(N)=O.CC(N)=O.CC(N)=O.CC(N)=O.CC(N)=O.CC(N)=O.CC(N)=O